Here is C40H50GeNO10P2PtS as an isolated structure from OMol25. Energies are from wB97M-V/def2-TZVPD.

Cartesian coordinates (Å):
Pt  -0.942  1.179  1.120
C  3.451  -3.193  4.379
C  3.581  -2.114  3.320
C  4.828  -1.263  3.507
O  2.417  -1.275  3.396
P  1.594  -0.926  2.041
O  0.441  -0.098  2.515
C  2.610  -0.350  0.787
P  2.706  1.374  0.789
O  1.458  2.141  1.026
O  3.355  1.928  -0.575
C  4.267  1.316  -1.502
C  3.556  0.300  -2.375
C  5.497  0.736  -0.811
O  3.849  1.790  1.863
C  3.663  2.979  2.653
C  5.044  3.517  2.972
C  2.865  2.636  3.900
O  1.170  -2.406  1.537
C  0.163  -3.160  2.261
C  0.491  -4.622  2.027
C  -1.229  -2.816  1.774
H  4.271  -3.912  4.296
H  2.502  -3.723  4.264
H  3.470  -2.739  5.374
H  3.623  -2.595  2.339
H  4.924  -0.950  4.552
H  4.762  -0.366  2.887
H  5.721  -1.829  3.227
H  0.555  0.148  -0.625
H  3.582  -0.837  0.822
H  4.587  2.149  -2.127
H  3.143  -0.495  -1.757
H  4.251  -0.132  -3.101
H  2.731  0.776  -2.911
H  5.256  -0.212  -0.326
H  5.872  1.429  -0.056
H  6.281  0.553  -1.550
H  3.108  3.713  2.067
H  5.624  2.753  3.500
H  4.968  4.403  3.606
H  5.575  3.781  2.054
H  3.384  1.858  4.469
H  1.882  2.253  3.615
H  2.740  3.522  4.528
H  0.242  -2.926  3.326
H  0.423  -4.839  0.958
H  -0.216  -5.258  2.565
H  1.505  -4.856  2.363
H  -1.328  -3.075  0.716
H  -1.433  -1.754  1.900
H  -1.976  -3.369  2.350
C  -0.365  0.713  -0.805
Ge  -1.379  -0.369  -2.043
C  -2.673  -1.647  -1.292
C  -3.141  -2.693  -2.092
C  -4.117  -3.567  -1.628
C  -4.643  -3.407  -0.350
C  -4.164  -2.395  0.471
C  -3.178  -1.530  0.006
C  -0.092  -1.573  -2.933
C  0.011  -1.744  -4.313
C  0.942  -2.625  -4.860
C  1.799  -3.337  -4.030
C  1.718  -3.168  -2.652
C  0.778  -2.299  -2.111
C  -2.303  0.694  -3.400
C  -2.947  0.113  -4.497
C  -3.571  0.901  -5.457
C  -3.582  2.284  -5.322
C  -2.970  2.877  -4.228
C  -2.324  2.087  -3.283
H  -0.069  1.656  -1.273
H  -2.729  -2.831  -3.088
H  -4.469  -4.374  -2.262
H  -5.419  -4.076  0.005
H  -4.554  -2.273  1.476
H  -2.780  -0.775  0.674
H  -0.630  -1.173  -4.977
H  0.999  -2.754  -5.935
H  2.530  -4.016  -4.456
H  2.395  -3.703  -1.994
H  0.737  -2.176  -1.030
H  -2.986  -0.968  -4.590
H  -4.060  0.432  -6.302
H  -4.086  2.897  -6.062
H  -3.008  3.951  -4.093
H  -1.861  2.563  -2.425
O  -4.298  1.106  3.652
C  -3.623  1.318  2.651
O  -2.473  0.699  2.461
C  -4.096  2.294  1.632
C  -4.982  3.282  1.987
C  -5.508  4.197  1.072
C  -5.191  4.098  -0.313
C  -4.284  3.139  -0.749
C  -3.568  2.243  0.217
N  -5.824  4.935  -1.211
O  -5.579  4.794  -2.464
O  -6.638  5.836  -0.774
H  -5.281  3.323  3.028
H  -6.184  4.980  1.379
H  -4.034  3.074  -1.796
H  -3.603  1.217  -0.154
S  -1.417  4.037  0.205
C  -2.095  2.589  0.391

As for the total charge: -2. For the orbital gap (spin up / spin down), the calculation gives 4.0 / 6.7 eV. The expectation value of S² is 3.810. For the molar mass, the calculation gives 1066.54 g mol⁻¹. Its multiplicity is 4. The value obtained for the relative energy (zero: lowest compared OMol25 entry of this formula, charge and spin) is 0.0 kcal/mol.